{"formula": "C37H51BrCuN2P2S", "method": "wB97M-V/def2-TZVPD", "species": ["N", "C", "C", "C", "C", "C", "C", "Cu", "P", "C", "C", "C", "C", "C", "C", "C", "Br", "H", "H", "H", "H", "H", "H", "H", "H", "H", "H", "P", "C", "C", "H", "H", "H", "H", "H", "C", "C", "H", "H", "H", "H", "H", "C", "C", "H", "H", "H", "H", "H", "C", "C", "H", "H", "H", "H", "H", "C", "C", "H", "H", "H", "H", "H", "C", "C", "H", "H", "H", "H", "H", "N", "S", "C", "C", "C", "C", "C", "C", "C", "C", "C", "C", "C", "C", "H", "H", "H", "H", "H", "H", "H", "H", "H", "H", "H"], "xyz": [[-6.5741, 4.9017, -5.9495], [-6.4746, 5.3566, -4.6735], [-5.5585, 4.8390, -3.7347], [-4.7014, 3.7687, -4.1242], [-4.9208, 3.1934, -5.3946], [-5.7840, 3.8663, -6.2976], [-3.5871, 3.2505, -3.3208], [-0.8926, 0.1305, -0.2059], [5.2876, -1.0688, -0.6055], [-3.0713, 1.9903, -3.3871], [-1.8176, 1.6038, -2.7417], [-0.7042, 1.1211, -3.4362], [0.6182, 1.2285, -2.8809], [0.8498, 1.9178, -1.6628], [-0.3353, 2.0117, -0.7482], [-1.6277, 1.9630, -1.3954], [2.2019, 3.0570, -1.3377], [-3.1133, 4.0343, -2.6940], [-3.5747, 1.2681, -4.0805], [-5.5239, 5.3303, -2.7535], [-4.3445, 2.3129, -5.7059], [-7.1788, 6.1718, -4.4349], [-5.8357, 3.4666, -7.3347], [-0.8873, 0.9235, -4.4985], [-2.4803, 2.3131, -0.8300], [1.3980, 0.8519, -3.5767], [-0.2178, 2.4693, 0.2347], [-0.5530, -2.0041, -0.6025], [5.0902, 0.6742, -0.2335], [6.2495, 1.5372, -0.7685], [5.0069, 0.7970, 0.8569], [4.1514, 0.9659, -0.7278], [6.0906, 2.5971, -0.5112], [7.2006, 1.2068, -0.3207], [6.3432, 1.4781, -1.8673], [4.6765, -1.4895, -2.2212], [5.6201, -2.5166, -2.8471], [4.6233, -0.5701, -2.8307], [3.6463, -1.9029, -2.1177], [5.3780, -2.6860, -3.8946], [6.6490, -2.1631, -2.7840], [5.5659, -3.4839, -2.3451], [4.6415, -2.1934, 0.6531], [5.6096, -2.2269, 1.8506], [4.5589, -3.1822, 0.1791], [3.6183, -1.8463, 0.9417], [5.2082, -2.8875, 2.6392], [6.5804, -2.6097, 1.5023], [5.7601, -1.2332, 2.3138], [-0.3460, -3.0503, 0.9152], [-1.0730, -4.3693, 0.8819], [-0.6990, -2.4035, 1.7377], [0.7366, -3.1740, 1.0772], [-2.0928, -4.2773, 1.2739], [-1.1090, -4.8069, -0.1189], [-0.5410, -5.0733, 1.5275], [0.8225, -2.3554, -1.7549], [0.4052, -2.4408, -3.2100], [1.3058, -3.2714, -1.3886], [1.5392, -1.5278, -1.6283], [-0.5791, -2.9246, -3.3375], [0.3654, -1.4310, -3.6527], [1.1559, -3.0313, -3.7549], [-2.1567, -2.2789, -1.4451], [-3.4564, -1.9955, -0.7010], [-2.1243, -3.3174, -1.8053], [-2.0864, -1.5976, -2.3068], [-4.2785, -2.0247, -1.4397], [-3.6644, -2.7676, 0.0555], [-3.4880, -0.9936, -0.2261], [-0.8581, -0.1995, 1.8973], [-0.0664, 0.4209, 3.1515], [-1.1072, 1.6944, 3.8405], [-0.4729, 2.4901, 4.8196], [-1.1862, 3.4470, 5.5252], [-2.5473, 3.6617, 5.2132], [-3.1666, 2.9413, 4.1924], [-2.4310, 1.9539, 3.4772], [0.0326, -0.7531, 4.4601], [-1.0924, -1.3687, 5.0160], [-0.9341, -2.3475, 6.0220], [0.3518, -2.6726, 6.4759], [1.4853, -2.0353, 5.9430], [1.3237, -1.0863, 4.9322], [-1.7262, -0.6759, 2.1739], [0.5699, 2.2962, 5.0128], [-0.6790, 4.0199, 6.3111], [-3.0994, 4.4232, 5.7699], [-4.2228, 3.1327, 3.9341], [-2.9114, 1.3947, 2.6788], [-2.0868, -1.0709, 4.6942], [-1.8231, -2.8376, 6.4369], [0.4866, -3.4326, 7.2403], [2.4959, -2.2661, 6.2950], [2.1638, -0.5515, 4.4935]], "atomic_forces_ev_per_a": [[0.96, -0.42, 0.61], [0.16, -0.77, -0.62], [0.19, 0.13, -0.67], [-1.26, -0.14, -0.73], [-0.27, 1.26, -0.17], [-0.09, -0.76, 0.58], [0.75, -0.51, 0.79], [0.36, 0.24, 0.71], [-0.51, 0.04, 0.37], [-1.41, 0.63, -1.17], [0.92, 0.45, 0.47], [0.05, 0.62, 0.74], [-0.53, 0.20, -0.78], [-4.53, -2.07, 0.22], [0.77, 1.08, -2.88], [1.26, -0.48, 1.42], [1.99, 0.56, 0.41], [-0.12, -0.74, -0.21], [0.62, 0.60, 0.72], [0.24, -0.42, -0.39], [-0.26, 0.62, -0.08], [0.57, -0.49, 0.07], [-0.22, 0.59, 0.79], [0.61, -0.43, 0.40], [-0.09, -0.07, 0.12], [-0.14, 0.91, 0.74], [-0.05, 0.13, -0.32], [-0.42, 1.16, 0.64], [0.21, 0.46, 0.19], [0.35, 0.11, -0.17], [-0.14, -0.09, -0.32], [-0.01, -0.02, 0.27], [0.00, -0.49, -0.05], [-0.32, 0.24, -0.20], [-0.06, -0.03, 0.46], [-0.54, -0.04, -0.66], [0.17, -0.26, -0.25], [0.03, -0.32, 0.25], [0.57, 0.33, 0.00], [-0.03, 0.05, 0.01], [0.04, -0.08, -0.16], [-0.01, 0.05, 0.06], [-0.14, 0.21, 0.31], [-0.07, -0.12, 0.35], [-0.04, 0.24, 0.15], [0.62, -0.18, -0.26], [0.28, 0.23, -0.41], [-0.26, 0.09, 0.37], [-0.08, -0.42, -0.33], [-0.09, 0.85, -0.28], [-0.04, -0.70, 0.27], [0.32, -0.48, -0.39], [-0.23, 0.06, -0.16], [0.19, -0.05, -0.24], [-0.06, -0.05, 0.10], [-0.23, -0.09, -0.07], [0.14, -0.36, 0.43], [0.07, -0.17, -0.63], [-0.03, 0.01, -0.30], [-0.20, -0.27, 0.09], [0.60, 0.18, -0.08], [-0.13, -0.50, 0.10], [-0.32, 0.22, -0.07], [0.50, -1.07, -0.54], [-0.30, 0.01, 0.14], [-0.54, 0.20, -0.22], [0.01, -0.33, 0.10], [0.31, -0.01, 0.43], [0.05, 0.37, -0.16], [0.15, -0.47, -0.17], [-0.05, 0.11, 0.47], [-0.88, 0.45, -1.20], [-0.16, 1.08, 0.98], [-0.67, -0.42, -0.29], [-0.27, 0.00, -0.22], [0.38, 0.01, 0.07], [0.45, -0.39, -0.38], [-0.11, 0.22, 0.63], [0.37, -0.93, 1.12], [0.26, -0.34, 0.44], [0.15, 0.49, -0.51], [0.12, 0.21, -0.34], [-0.33, 0.13, -0.24], [-0.69, 0.25, -0.26], [0.30, 0.34, 0.18], [0.21, 0.10, 0.26], [-0.36, -0.19, -0.39], [0.12, -0.32, -0.23], [0.75, -0.15, 0.15], [0.09, 0.01, 0.11], [0.05, -0.10, 0.02], [0.48, 0.24, -0.14], [-0.10, 0.15, -0.07], [-0.50, 0.01, -0.04], [0.04, -0.22, 0.17]], "e_above_lowest_kj_mol": 89.2, "charge": 2, "spin_multiplicity": 2, "orbital_gap_ev": [7.771, 4.365], "s_squared": 0.75, "lumo_energy_ev": [-4.69, -8.09], "total_energy_ev": -186254.0830, "homo_ev": [-12.457, -12.457], "max_force_ev_per_a": 4.99}